Molecular formula: C37H37Br4N4O5SV
Method: DFT, ωB97M-V with the def2-TZVPD basis set

The calculation puts the energy above the lowest of the compared OMol25 structures with the same formula, charge and spin at 145.7 kJ/mol. The value obtained for the maximum force is 4.4 eV Å⁻¹. For the highest occupied orbital energy (alpha / beta), the calculation gives -4.29 / -4.34 eV. The expectation value of S² is 0.768. Its spin multiplicity is 2. As for the net charge: -1. The calculation puts the energy at -371862.1613 eV.

Last column: Mulliken charge in e.
Element x y z (Å)
V  0.183  0.598  -0.382  -1.62
C  -2.586  -1.424  -2.574  -0.74
C  -3.500  -1.030  -1.414  -0.99
C  -2.773  -0.272  -0.285  -0.86
N  -1.791  0.631  -0.827  1.72
C  -2.220  1.664  -1.515  0.94
C  -3.565  2.106  -1.513  -0.87
C  -4.212  3.027  -2.299  -0.51
C  -3.757  3.723  -3.414  -0.60
C  -2.454  3.786  -3.868  -0.61
C  -1.315  3.258  -3.292  -0.71
C  -1.154  2.417  -2.172  0.64
N  0.023  2.164  -1.642  0.73
C  1.112  3.057  -1.953  -1.50
C  2.107  3.034  -0.800  -0.35
C  2.897  1.733  -0.883  -1.23
N  2.038  0.595  -1.101  1.33
C  2.499  -0.426  -1.800  0.25
C  3.848  -0.510  -2.222  -0.39
C  4.546  -1.464  -2.936  -0.80
C  4.141  -2.701  -3.398  -0.69
C  2.888  -3.265  -3.200  -0.89
C  1.765  -2.731  -2.617  -0.54
C  1.492  -1.472  -2.012  1.55
N  0.308  -1.173  -1.520  1.17
C  -0.583  -2.281  -1.222  -0.63
C  -1.660  -2.596  -2.268  -1.10
H  -1.975  -0.566  -2.861  0.15
H  -3.210  -1.687  -3.433  0.48
H  -3.980  -1.920  -1.004  0.56
H  -4.281  -0.381  -1.817  0.41
H  -2.266  -0.955  0.392  -1.06
H  -3.507  0.275  0.319  0.68
H  -4.175  1.702  -0.719  0.39
H  -5.251  3.204  -2.043  0.38
H  -4.491  4.298  -3.963  0.33
H  -2.289  4.386  -4.756  0.35
H  -0.391  3.500  -3.800  0.40
H  0.734  4.083  -2.094  0.80
H  1.623  2.748  -2.883  0.36
H  1.551  3.136  0.131  -0.34
H  2.804  3.873  -0.868  0.51
H  3.500  1.582  0.021  0.18
H  3.569  1.867  -1.742  0.70
H  4.484  0.302  -1.901  0.28
H  5.584  -1.211  -3.128  0.32
H  4.871  -3.292  -3.938  0.33
H  2.775  -4.279  -3.572  0.34
H  0.920  -3.401  -2.670  0.25
H  -1.061  -2.047  -0.275  -0.99
H  0.001  -3.189  -1.025  1.25
H  -2.251  -3.439  -1.895  0.46
H  -1.180  -2.905  -3.201  0.40
Br  1.804  4.326  4.956  -0.23
C  0.438  3.608  3.863  0.17
C  -0.892  3.967  4.063  0.36
Br  -1.331  5.209  5.421  -0.21
C  -1.876  3.419  3.274  0.04
Br  -3.697  3.837  3.544  -0.19
C  -1.621  2.535  2.187  -0.77
O  -2.520  2.059  1.475  -0.47
C  -0.209  2.228  1.962  -0.31
O  0.084  1.512  0.934  0.75
C  0.751  2.723  2.841  0.39
Br  2.534  2.142  2.608  -0.07
C  -2.143  -0.931  3.824  -1.07
S  -1.445  -2.088  2.578  1.29
C  -3.105  -2.885  2.219  -1.27
O  -0.733  -3.136  3.314  -0.87
H  -2.877  -1.423  4.452  0.49
H  -2.581  -0.103  3.279  0.14
H  -1.303  -0.576  4.407  0.32
H  -3.827  -2.123  1.948  0.33
H  -3.421  -3.430  3.103  0.49
H  -2.958  -3.581  1.399  0.30
O  0.536  -0.278  2.976  -0.54
C  1.112  -0.956  2.118  -0.10
O  0.795  -0.989  0.895  -0.55
C  2.259  -1.855  2.510  0.41
C  3.230  -2.205  1.578  0.13
C  4.271  -3.038  1.945  -1.02
C  4.338  -3.538  3.236  -0.39
C  3.363  -3.203  4.161  -0.91
C  2.330  -2.358  3.802  -0.28
H  3.156  -1.815  0.571  0.40
H  5.037  -3.295  1.226  0.43
H  5.150  -4.196  3.519  0.37
H  3.417  -3.597  5.165  0.39
H  1.556  -2.093  4.505  0.42